[1]
The following is a quantum chemistry calculation of a single C3H10N2OS molecule in a non-equilibrium geometry, from the Open Molecules 2025 dataset.

CARTESIAN COORDINATES (ANGSTROEM)
C 1.3904 0.9578 0.2498
C -0.8711 0.3293 1.5967
C -0.0632 0.5345 0.3420
N 1.3677 -1.6046 -0.9240
N -0.6218 -0.4935 -2.0893
O -2.2275 0.3131 1.3046
S -0.1055 -1.1277 -0.5757
H 1.6376 2.0045 0.5189
H 1.9471 0.4677 0.9599
H 1.5885 0.6965 -0.7393
H -2.4730 -0.3984 0.6992
H -0.6872 1.1708 2.4664
H -0.5882 -0.5799 2.0215
H -0.6398 1.2672 -0.3301
H 1.6527 -2.1460 -0.1381
H 0.0511 -0.3242 -2.8220
H -1.3579 -1.0672 -2.5405

Values from the calculation:
Charge: 0
Relative energy (zero: lowest compared OMol25 entry of this formula, charge and spin) in kcal/mol: 90.2
Electronic energy in eV: -19133.11511
HOMO-LUMO gap in eV: 9.00
LUMO level in eV: 0.613

=====

[2]
The following is a quantum chemistry calculation of 2 unconnected molecules or ions with the total composition C12H17N in a non-equilibrium geometry, from the Open Molecules 2025 dataset.

CARTESIAN COORDINATES (ANGSTROEM)
C -3.5395 -0.5436 1.6809
C -0.5957 1.4876 1.6867
C -1.9694 1.1992 1.2909
C -2.3638 0.1814 2.2438
C -1.3476 -0.0393 3.1457
C -0.2944 2.6830 -0.3619
C 0.2582 2.2287 0.8234
C -1.6850 2.5378 -0.6715
C -2.5912 1.8740 0.3269
N -0.2009 0.6518 2.8293
H 0.1343 3.2804 -1.1816
H 1.3738 2.1203 1.0544
H -1.9653 2.9418 -1.6097
H -3.5955 2.0317 0.0524
H 0.5870 0.8182 3.4825
H -1.6346 -0.6581 3.8427
H -3.6406 -0.4972 0.6138
H -4.4822 -0.4782 2.1720
H -3.2493 -1.5995 1.7541
C 2.5199 -2.2096 -2.5555
C 3.3231 -2.6540 -1.3279
C 2.4587 -0.7041 -2.6340
H 3.1200 -2.5792 -3.4153
H 1.6403 -2.6919 -2.6894
H 4.3414 -3.0101 -1.4335
H 3.5033 -0.3376 -2.6762
H 1.6494 -0.3894 -3.3931
H 2.7734 -3.3898 -0.7852
H 3.3233 -1.8475 -0.6081
H 2.1488 -0.4066 -1.6566

Values from the calculation:
Charge: 0
Relative energy (zero: lowest compared OMol25 entry of this formula, charge and spin) in kcal/mol: 83.5
Electronic energy in eV: -14206.71449
HOMO-LUMO gap in eV: 8.49
LUMO level in eV: 0.816
SMILES: Cc1c[nH]c2ccccc12.CCC

=====

Question: Among the records above, which one has the highest electronic energy?
Answer: C12H17N